Entry 1:
{
  "formula": "C27H44BrNP2SSn",
  "method": "the ωB97M-V functional and the def2-TZVPD basis",
  "species": ["Sn", "Br", "S", "P", "P", "N", "C", "C", "C", "C", "C", "C", "C", "C", "C", "C", "C", "C", "C", "C", "C", "C", "C", "C", "C", "C", "C", "C", "C", "C", "C", "C", "C", "H", "H", "H", "H", "H", "H", "H", "H", "H", "H", "H", "H", "H", "H", "H", "H", "H", "H", "H", "H", "H", "H", "H", "H", "H", "H", "H", "H", "H", "H", "H", "H", "H", "H", "H", "H", "H", "H", "H", "H", "H", "H", "H", "H"],
  "xyz": [[-0.2767, -0.1757, 0.3064], [-7.0705, 2.8136, 1.5993], [-0.6629, -1.3095, 2.7934], [-1.5698, -1.5636, -1.5447], [2.2527, -0.5493, -0.5737], [2.9673, 4.2328, -2.7451], [0.8327, -0.4588, 3.4229], [-1.9280, -0.3891, 3.7251], [-1.1675, -3.7674, -3.2928], [-3.9478, -3.1210, -1.2533], [-4.5446, 3.6223, 0.5083], [-3.0967, -0.9532, -3.8782], [-3.2216, 3.4019, 0.1290], [2.8294, -2.2684, -0.2418], [-0.5160, -2.5216, -2.6942], [-2.6205, 2.1508, 0.3242], [2.8598, 4.3366, -1.4184], [3.9691, -2.8347, -1.0863], [0.7769, 3.1066, -1.4291], [2.0169, 3.6093, -3.4451], [-0.3492, 2.5742, -0.7801], [-2.6220, -2.7321, -0.6048], [0.9115, 3.0063, -2.8426], [4.8949, 0.1252, 0.3670], [3.4372, 0.5730, 0.2658], [1.8036, 3.7708, -0.7032], [-2.6226, -0.4287, -2.5230], [-1.2361, 1.9602, -0.1071], [3.8787, 0.1587, -2.8685], [-3.3712, 1.1082, 0.8832], [-4.6986, 1.3039, 1.2596], [2.4933, -0.2622, -2.3787], [-5.2661, 2.5617, 1.0705], [-0.4328, -4.2708, -3.9335], [5.3796, 0.0284, -0.6134], [1.0707, -0.9404, 4.3830], [3.8471, 0.2421, -3.9637], [3.3690, 1.5411, -0.2515], [5.0092, -0.8194, 0.9128], [4.6617, -0.5729, -2.6280], [0.3975, -2.7968, -2.1375], [1.9409, -2.9110, -0.3474], [3.7365, -2.8538, -2.1576], [-2.8624, -0.3609, 3.1571], [0.6560, 0.6123, 3.5736], [3.1035, -2.2986, 0.8240], [3.6397, 4.8924, -0.8903], [5.4526, 0.8913, 0.9220], [4.1790, 1.1427, -2.4848], [-3.7440, -1.8357, -3.7869], [0.1622, 2.4979, -3.4469], [-0.1951, -1.8321, -3.4917], [-4.5870, -2.2502, -1.4449], [-1.4763, -4.4826, -2.5200], [-1.5895, 0.6262, 3.9523], [2.1244, 3.5812, -4.5332], [2.1744, -1.1825, -2.8938], [-5.2675, 0.4858, 1.6853], [-3.6918, -0.1689, -4.3619], [-2.2602, -1.1889, -4.5469], [-3.4816, -0.1523, -1.8918], [-2.8032, -2.2676, 0.3794], [-4.4892, -3.7802, -0.5638], [3.0366, 0.7466, 1.2770], [-2.0345, -3.5286, -3.9247], [-2.0922, -0.9490, 4.6518], [4.1417, -3.8731, -0.7741], [1.7646, 0.5154, -2.6595], [4.9154, -2.2980, -0.9407], [-2.0100, -3.6268, -0.4085], [1.7636, 3.8563, 0.3813], [-2.9149, 0.1245, 1.0227], [-2.6199, 4.1833, -0.3295], [-2.0358, 0.4953, -2.6556], [1.6674, -0.6163, 2.7239], [-5.0069, 4.5889, 0.3675], [-3.8111, -3.6773, -2.1904]],
  "atomic_forces_ev_per_a": [[-0.5, 0.0, -0.9], [0.7, 0.0, -0.2], [0.5, 1.4, -1.0], [-1.0, -0.6, -0.3], [2.1, -0.1, -0.2], [-0.2, 0.1, 0.0], [0.4, -0.3, 0.4], [-0.3, 0.1, -0.1], [-0.4, -0.4, -0.1], [-0.4, -0.1, -0.3], [0.6, -0.5, -0.1], [-0.1, -0.3, -0.3], [-0.1, 0.2, 0.0], [-1.0, -0.3, 0.7], [0.9, 0.5, 0.2], [-0.1, -0.3, 0.1], [-0.1, -0.2, 0.4], [0.5, 0.1, -0.4], [-0.2, -0.1, 0.0], [-0.4, -0.4, 0.0], [1.4, -0.4, -0.1], [0.4, 0.0, 0.6], [0.1, 0.3, 0.0], [0.5, -0.3, -0.2], [-0.7, 0.6, 0.5], [-0.1, 0.3, 0.0], [0.1, 0.7, 0.5], [0.0, -0.6, 0.3], [0.6, 0.1, 0.2], [-0.3, 0.2, 0.0], [0.9, -0.2, -0.3], [-1.4, 0.0, -0.4], [-0.9, 0.3, 0.2], [-0.1, 0.1, 0.2], [-0.2, 0.0, 0.3], [0.0, 0.2, -0.3], [-0.1, -0.1, 0.3], [-0.1, -0.2, 0.1], [0.0, 0.2, -0.1], [-0.3, 0.2, -0.1], [-0.3, 0.0, -0.2], [0.2, 0.0, 0.1], [0.0, 0.0, 0.2], [0.2, -0.1, 0.1], [-0.1, -0.3, -0.1], [-0.1, 0.0, -0.2], [-0.2, -0.2, -0.3], [-0.2, -0.2, -0.1], [-0.1, -0.3, 0.0], [0.2, 0.3, 0.0], [0.1, 0.2, 0.1], [-0.1, -0.1, 0.2], [0.1, -0.2, 0.0], [0.1, 0.2, -0.2], [0.0, -0.2, -0.1], [0.1, 0.0, 0.4], [0.0, 0.2, 0.2], [-0.1, 0.2, 0.0], [0.2, -0.1, 0.1], [-0.2, 0.0, 0.1], [0.3, -0.1, 0.0], [-0.1, -0.1, -0.2], [0.1, 0.1, -0.1], [0.1, 0.0, -0.2], [0.3, -0.1, 0.3], [0.1, -0.1, -0.1], [-0.1, 0.2, 0.0], [0.2, -0.2, 0.0], [-0.3, -0.1, 0.0], [-0.1, 0.2, 0.0], [-0.1, 0.1, -0.2], [-0.1, 0.0, 0.0], [-0.3, 0.1, 0.1], [-0.2, -0.2, 0.0], [-0.3, -0.1, 0.3], [0.0, 0.0, 0.0], [0.0, 0.2, 0.3]],
  "mulliken_charge": [0.466, -0.030, 0.218, 0.846, 0.328, -0.371, -0.814, -0.713, -1.401, -1.351, -0.699, -1.381, -0.658, -0.545, -0.260, 0.846, -0.470, -1.341, 0.811, -0.606, -0.145, -0.471, -0.230, -1.369, -0.219, -0.281, -0.363, -0.230, -1.522, 0.728, -0.981, 0.177, -0.175, 0.438, 0.284, 0.484, 0.443, 0.042, 0.340, 0.321, 0.286, 0.496, 0.318, 0.195, 0.358, 0.537, 0.444, 0.445, 0.327, 0.313, 0.598, 0.456, 0.343, 0.356, 0.364, 0.435, 0.529, 0.545, 0.438, 0.363, 0.401, 0.313, 0.449, 0.599, 0.308, 0.452, 0.445, 0.051, 0.299, 0.486, 0.570, -0.422, 0.492, 0.295, 0.155, 0.505, 0.306],
  "e_tot_ha": -4977.564307,
  "mol_weight_g_mol": 675.29,
  "e_above_lowest_kcal_mol": 0.0,
  "charge": 4,
  "max_force_ev_per_a": 2.16,
  "e_lumo_ev": -14.97,
  "gap_ha": 0.130
}

Entry 2:
{
  "formula": "C14H13Br4CoF14N3O4Te",
  "method": "the ωB97M-V functional and the def2-TZVPD basis",
  "species": ["Te", "Br", "Br", "Br", "Br", "Co", "F", "F", "F", "F", "F", "F", "F", "F", "F", "F", "F", "F", "F", "F", "O", "O", "O", "O", "N", "N", "N", "C", "C", "C", "C", "C", "C", "C", "C", "C", "C", "C", "C", "C", "C", "H", "H", "H", "H", "H", "H", "H", "H", "H", "H", "H", "H", "H"],
  "xyz": [[4.9419, 0.1033, 0.0280], [-4.5671, -0.4626, 5.1409], [-1.3621, -1.0805, 4.3664], [-5.1704, 1.8790, -0.0709], [-6.4947, 1.0348, 2.8901], [-0.3793, 0.2728, -0.2522], [-1.1829, -4.8751, -0.8521], [6.3869, -0.7099, -0.8605], [0.3634, -3.7472, 0.1482], [-1.7034, -3.2460, 0.4706], [-0.6078, -4.2659, -3.4413], [3.9667, -1.4808, -0.6403], [-2.9077, -3.3934, -2.4402], [4.7195, 0.9783, -1.7556], [-2.1626, -1.5175, -3.2240], [1.2128, -3.7603, -2.3963], [6.3812, 1.3458, 0.5917], [0.3283, -2.3513, -3.7633], [5.5241, -1.0535, 1.4893], [-2.8898, -1.6327, -1.2015], [-2.2911, 0.9611, -0.2465], [-0.0875, -1.5034, -1.2650], [-0.7658, -0.2229, 1.5436], [1.7491, 0.0270, 0.1313], [0.2895, 1.0095, -2.0075], [0.0548, 2.3574, 0.4109], [2.1428, 0.3440, 1.4724], [-4.6845, 0.6279, 2.4986], [2.2161, 1.7907, 1.5751], [-2.5470, -0.2899, 3.1153], [-0.7381, -2.5974, -1.6336], [-2.0081, 0.0079, 1.8733], [1.1043, 2.2194, -1.8133], [-3.8856, 0.0029, 3.4348], [-0.8190, -3.6315, -0.4558], [-4.1530, 0.9622, 1.2412], [-2.1942, -2.2905, -2.1199], [0.8879, 2.5469, 1.5973], [0.0472, -3.2619, -2.8179], [-2.8379, 0.6638, 0.8885], [0.3941, 3.1099, -0.7986], [2.8560, 2.1518, 0.7667], [-0.4703, 1.1437, -2.6655], [0.3062, 2.1897, 2.4499], [-0.9058, 2.5608, 0.6590], [0.8434, 0.2199, -2.3284], [2.7385, 1.9983, 2.5135], [1.3762, -0.0021, 2.0528], [2.0840, 1.9055, -1.4575], [1.2550, 2.7712, -2.7470], [0.9930, 4.0023, -0.5745], [-0.5467, 3.4420, -1.2457], [2.0910, -0.8683, -0.0338], [1.1084, 3.6150, 1.7593]],
  "atomic_forces_ev_per_a": [[0.5, -0.2, 0.1], [0.0, 0.0, 0.0], [0.0, 0.0, 0.0], [0.0, 0.0, 0.0], [0.0, 0.0, 0.0], [0.5, 0.6, 0.1], [0.0, 0.0, 0.0], [-0.1, 0.0, 0.0], [0.0, 0.0, 0.0], [0.0, 0.0, 0.0], [0.0, 0.0, 0.0], [-0.1, 0.0, 0.0], [0.0, 0.0, 0.0], [0.0, 0.1, 0.0], [0.0, 0.0, 0.0], [0.0, 0.0, 0.0], [0.0, 0.1, -0.1], [0.0, 0.0, 0.0], [0.0, 0.0, 0.1], [0.0, 0.0, 0.0], [-0.1, 0.1, -0.2], [-0.1, -0.1, 0.0], [-0.1, -0.3, 0.0], [-0.3, 0.0, 0.1], [-0.1, -0.1, 0.1], [-0.2, 0.1, 0.2], [0.0, -0.1, 0.1], [0.0, 0.0, 0.0], [-0.1, 0.0, -0.1], [0.0, 0.0, 0.0], [0.0, -0.1, 0.0], [0.0, 0.1, -0.1], [-0.1, 0.1, 0.0], [0.0, 0.0, 0.0], [0.0, 0.0, 0.0], [0.0, 0.0, 0.0], [0.0, 0.0, 0.0], [0.1, 0.0, -0.1], [0.0, 0.0, 0.0], [0.1, -0.1, 0.0], [0.1, -0.1, 0.0], [0.0, 0.0, 0.0], [0.0, 0.0, 0.0], [0.0, 0.0, 0.0], [0.0, -0.1, -0.1], [-0.1, 0.0, -0.1], [0.0, 0.0, 0.0], [-0.1, 0.0, -0.1], [0.0, 0.0, 0.0], [0.0, 0.0, 0.0], [0.0, 0.0, 0.0], [0.0, 0.0, 0.0], [0.2, 0.0, -0.1], [0.0, 0.0, 0.0]],
  "mulliken_charge": [1.792, -0.234, -0.216, -0.202, -0.234, 1.080, -0.291, -0.406, -0.235, -0.252, -0.274, -0.576, -0.291, -0.592, -0.301, -0.258, -0.546, -0.261, -0.521, -0.171, -1.024, -0.679, -0.277, -0.121, -0.109, 0.002, -0.267, 0.170, -0.747, -0.072, 0.439, -0.123, -0.278, 0.351, 0.509, -0.075, 0.398, -0.976, 0.489, 0.321, -0.829, 0.304, 0.233, 0.317, 0.272, 0.283, 0.379, 0.264, -0.120, 0.515, 0.385, 0.405, 0.215, 0.437],
  "e_tot_ha": -14351.749310,
  "mol_weight_g_mol": 1059.40,
  "e_above_lowest_kcal_mol": 0.0,
  "charge": -2,
  "max_force_ev_per_a": 0.76,
  "e_lumo_ev": [3.84, 3.84],
  "spin_multiplicity": 2,
  "gap_ha": [0.228, 0.226]
}

Entry 3:
{
  "formula": "C5H7FO",
  "method": "the ωB97M-V functional and the def2-TZVPD basis",
  "species": ["F", "O", "C", "C", "C", "C", "C", "H", "H", "H", "H", "H", "H", "H"],
  "xyz": [[-1.1086, 2.2444, 0.0803], [-2.0479, -0.4733, -0.5018], [0.1981, -1.0832, 0.0212], [1.4966, -0.0721, -0.0143], [-0.3843, 1.0765, -0.0118], [-0.9535, -0.2255, 0.3205], [0.9080, 1.2679, -0.4447], [0.0153, -1.4057, -1.0079], [-2.7842, -1.0874, -0.0407], [0.2349, -1.9387, 0.5586], [2.2580, -0.5724, -0.6978], [2.0812, 0.2025, 0.9742], [-1.2244, -0.1521, 1.4481], [1.3110, 2.2191, -0.6841]],
  "atomic_forces_ev_per_a": [[-0.7, -1.1, 0.1], [-3.7, -2.3, 1.1], [2.2, 2.6, -2.0], [2.0, -1.1, 0.0], [2.3, 4.8, -2.1], [-0.8, 1.2, 2.7], [-3.6, -3.6, 2.1], [0.4, 0.2, -0.1], [2.8, 2.2, -1.4], [0.7, -2.5, 2.1], [-0.8, 0.9, 0.7], [-1.3, -1.3, -1.5], [0.2, -0.5, -1.6], [0.5, 0.4, -0.1]],
  "mulliken_charge": [-0.309, -0.579, -1.019, -0.415, 0.141, 0.488, -0.639, 0.278, 0.344, 0.504, 0.316, 0.217, 0.257, 0.418],
  "e_tot_ha": -369.739408,
  "mol_weight_g_mol": 102.11,
  "e_above_lowest_kcal_mol": 37.4,
  "smiles": "O[C@H]1CCC=C1F",
  "max_force_ev_per_a": 5.72,
  "e_lumo_ev": 0.66,
  "gap_ha": 0.353
}

Entry 4:
{
  "formula": "C30H37BN12OSn",
  "method": "the ωB97M-V functional and the def2-TZVPD basis",
  "species": ["Sn", "O", "N", "N", "N", "N", "N", "N", "N", "N", "N", "N", "N", "N", "C", "C", "C", "C", "C", "C", "C", "C", "C", "C", "C", "C", "C", "C", "C", "C", "C", "C", "C", "C", "C", "C", "C", "C", "C", "C", "C", "C", "C", "C", "B", "H", "H", "H", "H", "H", "H", "H", "H", "H", "H", "H", "H", "H", "H", "H", "H", "H", "H", "H", "H", "H", "H", "H", "H", "H", "H", "H", "H", "H", "H", "H", "H", "H", "H", "H", "H", "H"],
  "xyz": [[0.2305, 0.0575, 0.1094], [2.1566, 1.8604, 0.9939], [-1.2774, -0.5416, -1.6370], [-5.2023, -1.3731, -0.2648], [3.9091, 2.2846, 2.3227], [3.8559, -2.2070, -2.1950], [-4.2040, -2.2579, -0.0831], [-1.7680, -2.6293, 0.6289], [2.3327, -1.0248, -1.1658], [-1.9247, 0.4386, 1.1358], [-2.3909, -1.2274, -1.3621], [-0.6199, 2.4020, -0.8781], [-0.4553, -2.3531, 0.5274], [-2.9048, -0.4666, 1.0068], [4.5267, -1.2695, -1.4599], [0.2093, -3.3355, 1.1304], [-3.0495, -1.4668, -2.5033], [-3.8663, 6.2600, -2.5945], [-6.0057, -3.4237, -0.6124], [2.5319, -2.0261, -1.9917], [-4.6672, -3.5107, -0.3108], [-0.6960, -4.2558, 1.6625], [-1.4560, 2.4714, 2.4635], [-3.4301, 4.4124, -1.1234], [1.4857, -2.8539, -2.6298], [-1.3204, 3.2286, -1.2602], [-1.9363, -3.7603, 1.3298], [-2.6244, 6.0944, -3.1901], [-3.8844, -0.1938, 1.8758], [-1.7748, 5.0933, -2.7616], [2.8296, 1.5712, 1.9650], [-6.2922, -2.0446, -0.5767], [-3.5420, 0.9418, 2.5756], [-1.2209, -0.3301, -2.9492], [-2.2942, 1.3095, 2.0738], [2.5670, 0.3415, 2.8299], [1.1660, -0.1397, 2.7724], [-4.2681, 5.4209, -1.5631], [3.5649, -0.5464, -0.8295], [-2.1757, 4.2480, -1.7215], [1.6917, -3.4129, 1.1741], [-0.1025, 0.4205, -3.5730], [-7.5644, -1.3328, -0.8767], [-2.3405, -0.9090, -3.5459], [-2.8195, -1.6674, 0.0567], [-4.7674, -0.7936, 1.9390], [4.1628, 3.1027, 1.7900], [-2.0818, 3.3499, 2.6076], [-7.5510, -0.9768, -1.9072], [-3.7368, 3.7499, -0.3258], [1.5285, -2.7438, -3.7118], [3.6639, 0.2842, -0.1676], [0.8302, 0.1904, -3.0625], [3.2382, -0.4394, 2.4654], [-7.6613, -0.4665, -0.2264], [-2.3144, 6.7492, -3.9900], [-0.9463, 2.2786, 3.4092], [-4.5251, 7.0447, -2.9331], [-0.2792, 1.4910, -3.4802], [2.8534, 0.5832, 3.8624], [5.5948, -1.1845, -1.4567], [0.5158, -2.5258, -2.2702], [-5.2347, 5.5530, -1.0981], [-2.6052, -0.9227, -4.5824], [-3.9685, -2.0141, -2.5297], [-0.8076, 4.9615, -3.2228], [-4.1129, 1.4231, 3.3422], [-0.4815, -5.1463, 2.2161], [2.1312, -2.4408, 0.9588], [-4.0268, -4.3692, -0.2697], [1.6214, -3.9088, -2.3950], [4.4585, 2.0685, 3.1371], [-2.9013, -4.1515, 1.5769], [2.0138, -3.7637, 2.1501], [1.0198, -1.2028, 2.8683], [-0.0230, 0.1735, -4.6274], [2.0507, -4.1288, 0.4379], [0.4189, 0.4761, 3.2485], [4.2773, -2.9224, -2.7636], [-6.6822, -4.2289, -0.8206], [-0.7173, 2.6574, 1.6886], [-8.4195, -1.9902, -0.7475]],
  "atomic_forces_ev_per_a": [[-0.5, -0.4, 0.3], [-0.1, 0.4, -0.3], [1.0, 0.5, 0.5], [-0.3, 0.8, -0.2], [0.5, 0.4, 0.1], [0.0, -0.1, -0.1], [-0.2, -0.5, 0.1], [-0.4, -0.5, 0.1], [-0.5, -0.2, -0.3], [0.7, 0.1, -0.4], [-0.3, -0.2, -0.1], [-0.1, 0.1, -0.1], [0.4, 0.6, -0.4], [-0.5, -0.1, 0.2], [0.2, 0.3, 0.3], [-0.2, -0.1, 0.1], [0.0, 0.1, -0.3], [0.0, -0.1, 0.1], [0.3, -0.1, 0.0], [-0.1, -0.2, -0.1], [-0.1, -0.2, -0.1], [-0.2, 0.1, -0.1], [0.1, -0.1, 0.0], [0.1, 0.0, 0.0], [0.0, -0.1, -0.1], [0.6, -0.7, 0.3], [0.2, -0.2, 0.1], [0.0, 0.0, 0.0], [0.0, 0.2, 0.3], [0.0, -0.2, 0.2], [0.1, -0.2, 0.4], [0.3, -0.2, 0.0], [0.0, -0.2, -0.1], [-0.1, -0.1, 0.0], [-0.2, -0.1, 0.1], [0.0, 0.1, -0.3], [-0.1, -0.1, 0.1], [0.0, 0.0, 0.0], [0.4, 0.0, 0.0], [-0.8, 0.8, -0.3], [0.0, 0.2, 0.0], [-0.1, 0.1, 0.1], [0.1, 0.1, 0.0], [0.0, -0.1, 0.2], [0.0, 0.2, -0.1], [-0.1, -0.1, 0.0], [-0.1, -0.1, 0.0], [0.1, 0.1, -0.1], [-0.1, 0.0, 0.0], [0.0, 0.0, 0.0], [-0.1, 0.0, -0.1], [0.1, 0.3, 0.1], [0.2, 0.0, -0.1], [0.2, 0.0, 0.1], [-0.1, 0.0, 0.0], [0.0, 0.0, -0.1], [0.0, 0.1, 0.0], [0.0, 0.1, 0.0], [0.1, 0.1, -0.1], [0.0, -0.1, 0.0], [0.1, 0.0, 0.0], [-0.1, -0.1, 0.0], [0.0, 0.0, 0.0], [0.0, 0.0, -0.2], [-0.2, -0.1, 0.1], [0.1, 0.0, 0.0], [-0.1, 0.1, 0.1], [0.1, -0.2, 0.1], [0.1, 0.0, 0.0], [0.1, -0.2, 0.0], [-0.1, -0.1, 0.0], [-0.1, -0.1, 0.0], [-0.3, 0.0, 0.0], [0.1, 0.0, 0.1], [-0.2, -0.2, -0.1], [0.1, 0.0, -0.1], [0.1, 0.0, -0.1], [-0.2, 0.1, -0.1], [-0.1, 0.0, 0.0], [-0.1, -0.2, -0.1], [0.1, 0.2, 0.1], [-0.1, 0.0, 0.0]],
  "mulliken_charge": [1.419, -0.564, 0.177, -1.127, -0.449, -0.024, 0.492, 0.052, 0.699, 0.290, 0.808, -0.287, 1.098, 0.372, -0.796, 0.212, 0.067, -0.375, -1.282, -0.110, -0.359, -1.996, -1.425, -0.323, -0.896, 0.177, -0.058, -0.626, 0.220, -0.445, 0.554, 0.680, -1.998, 0.049, 0.476, -0.535, -1.150, -0.686, -0.544, 0.346, -0.869, -1.126, -1.306, -1.600, 0.071, 0.631, 0.263, 0.424, 0.249, 0.560, 0.411, 0.391, 0.032, 0.361, 0.345, 0.402, 0.293, 0.406, 0.130, 0.445, 0.430, -0.218, 0.406, 0.538, 0.458, 0.474, 0.533, 0.521, -0.125, 0.702, 0.414, 0.170, 0.768, 0.411, 0.388, 0.405, 0.299, 0.501, 0.201, 0.481, 0.227, 0.370],
  "e_tot_ha": -2136.800738,
  "mol_weight_g_mol": 711.23,
  "e_above_lowest_kcal_mol": 14.5,
  "charge": 1,
  "max_force_ev_per_a": 1.19,
  "e_lumo_ev": [-1.88, -3.08],
  "spin_multiplicity": 2,
  "gap_ha": [0.294, 0.286]
}